1.
Here is a single C4H12N2O molecule from the Open Molecules 2025 dataset. Energies are from the ωB97M-V functional and the def2-TZVPD basis.

Each line ends with the Mulliken charge.
Geometry (Å):
1 H 1.878 1.316 -0.511  0.2253
2 C -1.432 -0.619 1.852  -0.4296
3 H -0.900 -0.662 -1.839  0.2879
4 C -0.242 -0.095 1.131  -0.3016
5 N -0.596 0.714 -0.046  -0.3256
6 N 1.774 1.266 -1.564  -0.5807
7 H 0.707 -0.755 0.960  0.2530
8 C -0.317 0.226 -1.471  -0.4934
9 O -1.164 -1.057 3.240  -0.5092
10 H 2.721 1.216 -1.908  0.2483
11 H -2.096 0.257 2.048  0.3110
12 H -0.522 0.989 -2.300  0.3167
13 H 1.261 -0.249 -2.843  0.3661
14 H -1.839 -1.483 1.199  0.2155
15 C 1.110 -0.044 -1.744  -0.6109
16 H -1.600 0.894 0.080  0.2560
17 H 1.468 -0.876 -1.179  0.3083
18 H -0.557 -1.804 3.179  0.2960
19 H 0.344 0.765 1.716  0.1668

Force components x, y, z for each atom (eV/Å):
H -0.07 0.64 -1.55
C -0.28 -1.22 1.18
H 0.10 0.38 0.88
C 4.94 2.73 0.30
N -0.90 -0.86 -2.14
N 0.59 -0.76 2.52
H -2.21 0.30 -0.03
C -1.99 -0.07 -0.90
O -0.04 0.11 -1.76
H 0.34 -0.03 -0.11
H -0.02 -1.01 -0.66
H -0.39 -0.32 1.90
H -0.51 -0.32 1.08
H -0.07 1.46 1.23
C 0.75 1.33 -1.92
H 0.56 0.21 -0.68
H 0.73 -0.59 0.55
H -0.02 0.02 0.11
H -1.51 -1.98 0.01

* strongest force on any atom: 0.1099 hartree/bohr
* LUMO energy: 0.85 eV
* HOMO energy: -8.71 eV
* DFT total energy: -344.273791 a.u.
* SMILES string: NCCNCCO
* orbital gap: 9.560 eV

---

2.
Here is 2 unconnected molecules or ions with the total composition C4H12N2O from the Open Molecules 2025 dataset. Energies are from the ωB97M-V functional and the def2-TZVPD basis.

Each line ends with the Mulliken charge.
Geometry (Å):
1 O -0.594 1.201 1.895  -0.5481
2 N 0.683 -2.162 -1.878  -0.6575
3 H -1.149 -1.922 -0.818  0.2811
4 H -0.802 -0.178 -2.643  0.3800
5 C -0.204 -1.376 -0.977  -0.3891
6 H -1.477 1.715 -1.123  0.2418
7 H 2.503 1.412 3.218  0.2532
8 H -0.831 0.990 0.945  0.4717
9 H 0.852 0.784 3.999  0.2360
10 H 0.332 -1.324 -0.021  0.2955
11 H 1.288 1.966 1.150  0.2695
12 H 0.093 -2.391 -2.691  0.2260
13 N -1.404 0.767 -0.734  -0.6153
14 C 0.722 1.492 1.978  0.1227
15 H -2.340 0.351 -0.738  0.2294
16 H 0.492 0.551 -1.612  0.2449
17 C 1.422 1.243 3.169  -0.7512
18 H 0.864 -3.110 -1.513  0.2457
19 C -0.450 -0.009 -1.604  -0.5363

Force components x, y, z for each atom (eV/Å):
O 0.27 0.04 -0.92
N -0.92 -0.66 -0.58
H 0.02 0.41 0.14
H 0.08 0.36 0.44
C 0.72 -0.96 -0.08
H -0.20 -0.49 0.29
H -0.62 0.09 0.11
H -0.07 0.32 0.48
H 0.64 0.34 -0.49
H -0.37 0.36 -0.07
H -0.77 -0.40 0.16
H 0.55 0.28 0.09
N 0.42 -0.02 -1.04
C 2.35 -0.61 3.38
H 0.41 0.18 -0.10
H -0.20 -0.14 -0.22
C -1.83 0.22 -2.66
H 0.00 0.82 0.25
C -0.46 -0.13 0.83

* strongest force on any atom: 0.0809 hartree/bohr
* LUMO energy: 0.80 eV
* HOMO energy: -8.12 eV
* DFT total energy: -344.308928 a.u.
* SMILES string: C=CO.NCCN
* orbital gap: 8.920 eV

---

3.
Here is 2 unconnected molecules or ions with the total composition C4H12N2O from the Open Molecules 2025 dataset. Energies are from the ωB97M-V functional and the def2-TZVPD basis.

Each line ends with the Mulliken charge.
Geometry (Å):
1 H 0.766 0.155 -2.152  0.2417
2 H -2.683 2.557 0.262  0.2194
3 H 2.087 0.288 0.759  0.4163
4 H 1.137 1.586 -1.121  0.3873
5 H 2.226 -2.261 -0.492  0.3046
6 O -2.578 -1.237 1.706  -0.6750
7 C 0.824 0.532 -1.102  -0.5861
8 H 1.589 -2.068 1.221  0.2362
9 C 1.557 -1.679 0.105  -0.9547
10 C 1.887 -0.219 -0.110  -0.7089
11 H -2.351 -0.332 1.953  0.3376
12 H 0.520 -1.769 -0.179  0.3342
13 H -0.918 2.246 -1.172  0.3739
14 C -1.137 1.562 -0.402  -0.1542
15 N -0.493 0.317 -0.500  -0.1840
16 H -2.689 -0.930 0.892  0.3110
17 H 2.953 -0.087 -0.463  0.4017
18 N -2.142 1.632 0.437  -0.5606
19 H -0.556 -0.293 0.357  0.2594

Force components x, y, z for each atom (eV/Å):
H 0.68 0.02 0.81
H 1.27 -1.91 0.56
H -0.93 1.65 2.49
H -0.36 -0.27 -0.02
H -0.03 -0.79 -0.35
O 1.19 -0.75 4.93
C 1.95 -1.95 1.39
H 0.22 0.98 -2.18
C -0.33 -0.16 2.38
C 1.10 0.18 -3.52
H 0.20 0.20 1.62
H -0.17 -0.91 -0.32
H 0.44 1.00 -0.72
C -3.44 -3.42 2.59
N 0.15 2.18 0.58
H -1.44 0.75 -6.65
H -1.04 -0.48 -0.66
N 0.42 2.52 -1.68
H 0.10 1.16 -1.27

* strongest force on any atom: 0.1331 hartree/bohr
* LUMO energy: 0.87 eV
* HOMO energy: -9.27 eV
* DFT total energy: -344.283912 a.u.
* SMILES string: [H]/N=C/NCCC.O
* orbital gap: 10.137 eV

---

4.
Here is a single C4H12N2O molecule from the Open Molecules 2025 dataset. Energies are from the ωB97M-V functional and the def2-TZVPD basis.

Each line ends with the Mulliken charge.
Geometry (Å):
1 H -2.138 -2.282 -1.059  0.3979
2 C -1.351 -1.546 -0.891  -0.5364
3 O 1.689 2.677 -0.052  -0.5201
4 H -0.105 -3.148 -1.204  0.2165
5 H -1.517 -0.701 -1.566  0.3231
6 C 0.072 0.852 0.158  -0.1032
7 H -2.343 -0.400 0.686  0.3338
8 H -1.558 -1.850 1.242  0.3908
9 N -0.304 -0.256 1.022  -0.3838
10 C 1.366 1.481 0.651  -0.7557
11 H 2.184 0.791 0.458  0.3034
12 N -0.026 -2.142 -1.135  -0.5070
13 H 1.350 1.654 1.726  0.3740
14 H -0.742 1.577 0.140  0.3210
15 H 0.272 0.566 -0.887  0.1263
16 H 0.374 -1.797 -1.995  0.1780
17 C -1.455 -1.017 0.543  -0.7960
18 H 1.098 3.368 0.258  0.3143
19 H 0.470 -0.914 1.020  0.3231

Force components x, y, z for each atom (eV/Å):
H -0.19 0.11 -0.07
C 0.20 0.33 0.10
O 0.00 -0.13 0.00
H 0.15 0.06 -0.05
H 0.02 -0.25 -0.11
C 0.25 -0.07 -0.10
H -0.17 0.02 -0.25
H -0.06 -0.12 -0.06
N 0.20 -0.22 -0.34
C 0.02 0.19 -0.06
H 0.12 -0.06 -0.03
N -0.28 0.01 0.08
H -0.19 0.02 0.18
H -0.05 0.18 0.09
H -0.21 -0.03 0.03
H 0.04 -0.09 -0.04
C 0.16 -0.05 0.58
H -0.03 0.05 -0.02
H 0.04 0.08 0.06

* strongest force on any atom: 0.0117 hartree/bohr
* LUMO energy: 0.97 eV
* HOMO energy: -8.82 eV
* DFT total energy: -344.329864 a.u.
* SMILES string: NCCNCCO
* orbital gap: 9.792 eV

---

5.
Here is a gas-phase ion, C4H12N2O (charge +1) from the Open Molecules 2025 dataset. Energies are from the ωB97M-V functional and the def2-TZVPD basis.

Each line ends with the Mulliken spin population.
Geometry (Å):
1 C -0.946 -0.255 0.314  0.0187
2 H -0.923 -2.067 -0.873  0.0003
3 H 0.998 1.522 -1.927  -0.0240
4 H 1.968 2.108 0.951  0.0146
5 C -1.415 -1.595 -0.028  0.0213
6 O -2.760 -1.664 -0.787  0.0019
7 N 1.424 2.040 -1.166  0.6965
8 N 0.232 -0.246 1.230  0.1920
9 H -1.850 0.338 0.616  -0.0024
10 H -3.369 -1.523 -0.063  0.0000
11 H -0.533 0.374 -0.660  0.0029
12 H 2.174 -0.084 1.462  0.0021
13 C 2.067 1.476 0.069  0.0404
14 H 0.122 0.553 1.802  -0.0064
15 H 1.645 2.920 -1.600  -0.0176
16 H 1.745 -0.624 -0.251  0.0001
17 H -1.685 -2.142 0.938  -0.0009
18 H 3.076 1.232 -0.235  0.0526
19 C 1.480 0.065 0.592  0.0080

Force components x, y, z for each atom (eV/Å):
C 0.87 3.37 -2.08
H 1.28 -0.63 1.07
H 0.16 -1.15 0.46
H 0.51 1.02 -0.69
C -3.54 -2.51 -1.42
O 1.92 1.22 1.62
N 0.51 -0.81 0.85
N -1.08 1.57 -2.24
H 1.10 -0.31 0.49
H -0.87 0.02 -0.12
H -1.25 -1.46 1.72
H 0.07 -0.12 -1.09
C -3.19 -0.16 -0.84
H -0.67 0.53 1.76
H 0.14 1.16 0.95
H -0.49 0.06 1.02
H 1.35 0.17 -1.38
H 0.48 -0.17 0.21
C 2.71 -1.81 -0.30

* strongest force on any atom: 0.0888 hartree/bohr
* total charge: +1
* LUMO energy (spin up / spin down): -3.33 / -8.70 eV
* HOMO energy (spin up / spin down): -13.81 / -13.69 eV
* DFT total energy: -343.927445 a.u.
* multiplicity: 2
* orbital gap (spin up / spin down): 10.479 / 4.992 eV

---

6.
Here is a molecular structure, C4H12N2O2 from the Open Molecules 2025 dataset. Energies are from the ωB97M-V functional and the def2-TZVPD basis.

Each line ends with the Mulliken charge.
Geometry (Å):
1 H 2.124 0.887 -2.424  0.2098
2 O 1.354 0.979 -1.826  -1.0083
3 H -2.259 0.768 1.718  0.3103
4 H -2.880 -0.613 0.889  0.3201
5 H 0.712 -0.346 -1.849  0.4639
6 C 1.065 -0.115 1.111  -0.3584
7 N 2.478 0.213 0.775  -0.7854
8 N 0.073 0.804 0.438  -0.4227
9 H -3.106 0.943 0.135  0.3238
10 H 2.376 1.235 0.799  0.3049
11 C -2.437 0.362 0.715  -1.0613
12 H 2.469 0.108 -0.261  0.3809
13 H 0.463 1.098 -0.517  0.5424
14 H 0.799 0.126 2.165  0.3699
15 H 1.073 -1.211 0.982  0.3038
16 C -1.068 0.025 0.131  0.3091
17 H -0.829 -1.249 0.539  0.2522
18 H -1.765 -1.622 -1.114  0.3676
19 O 0.240 -1.320 -1.637  -0.5220
20 C -0.882 -1.072 -0.770  -0.3006

Force components x, y, z for each atom (eV/Å):
H -0.74 0.37 0.51
O 0.09 -1.48 -1.03
H -0.16 0.30 -0.42
H -0.68 -0.10 -0.04
H 0.65 0.71 0.42
C 1.69 0.73 1.42
N -2.16 1.09 -0.38
N -0.83 -1.04 -1.14
H -0.16 0.74 -0.77
H 1.03 0.02 0.25
C 1.53 -1.84 1.38
H 0.25 -0.17 0.61
H 0.37 -0.28 0.84
H 0.92 -0.62 -0.29
H -1.03 0.30 -0.51
C 0.70 0.34 -0.90
H 0.13 -0.21 -0.17
H 0.22 -0.18 0.61
O -3.58 1.08 3.35
C 1.77 0.21 -3.73

* strongest force on any atom: 0.0976 hartree/bohr
* LUMO energy: -0.35 eV
* HOMO energy: -8.93 eV
* DFT total energy: -419.425132 a.u.
* orbital gap: 8.580 eV